The following is a quantum chemistry calculation of a structure of composition C20H49F3N3O19SZn2 in a non-equilibrium geometry, from the Open Molecules 2025 dataset.

Geometry (Å):
1 Zn 12.408 -32.300 21.113
2 Zn 12.176 -35.306 23.542
3 S 10.547 -32.521 23.782
4 O 11.239 -31.991 22.608
5 O 10.746 -33.980 23.718
6 O 11.179 -32.089 25.015
7 O 9.144 -32.177 23.754
8 O 13.860 -36.571 23.385
9 C 14.805 -35.875 22.551
10 C 14.239 -34.816 21.548
11 O 13.072 -34.149 21.945
12 H 15.344 -36.616 21.962
13 H 15.594 -35.460 23.178
14 H 14.006 -35.313 20.607
15 H 15.025 -34.096 21.322
16 C 13.306 -30.758 18.807
17 O 12.413 -30.320 19.862
18 O 13.469 -32.099 19.231
19 C 12.898 -30.346 17.299
20 F 11.630 -30.608 16.981
21 F 13.241 -29.021 17.081
22 F 13.663 -31.036 16.448
23 C 12.196 -28.902 19.926
24 C 11.112 -28.853 20.967
25 H 10.840 -27.809 21.127
26 H 10.241 -29.490 20.811
27 H 11.512 -29.257 21.897
28 H 11.816 -28.444 19.013
29 H 13.050 -28.309 20.252
30 H 14.261 -30.259 18.966
31 C 8.788 -28.424 23.830
32 C 7.511 -28.885 23.017
33 O 7.813 -29.763 22.005
34 O 9.125 -29.264 24.822
35 H 8.584 -27.482 24.340
36 H 9.603 -28.126 23.171
37 H 7.053 -27.968 22.646
38 H 6.678 -29.283 23.597
39 H 8.260 -30.550 22.324
40 H 9.323 -30.153 24.520
41 C 18.056 -28.474 20.012
42 C 16.808 -29.335 19.704
43 O 16.923 -30.657 20.234
44 O 19.102 -29.292 19.926
45 H 18.041 -28.184 21.062
46 H 18.122 -27.566 19.413
47 H 16.763 -29.359 18.615
48 H 15.837 -28.962 20.032
49 H 16.288 -31.278 19.869
50 H 18.835 -30.193 20.121
51 C 15.399 -33.988 26.171
52 C 14.054 -33.186 26.007
53 O 13.186 -33.578 24.960
54 O 16.214 -33.840 25.047
55 H 15.232 -35.011 26.508
56 H 15.906 -33.508 27.008
57 H 14.348 -32.137 25.969
58 H 13.404 -33.303 26.873
59 H 12.631 -32.801 24.863
60 H 15.842 -34.314 24.299
61 C 14.302 -35.007 17.122
62 C 15.354 -33.896 16.759
63 O 15.867 -33.088 17.809
64 O 12.943 -34.466 17.224
65 H 14.548 -35.383 18.115
66 H 14.239 -35.742 16.320
67 H 14.765 -33.184 16.182
68 H 16.130 -34.325 16.125
69 H 15.116 -32.786 18.325
70 H 12.875 -33.776 17.887
71 O 13.747 -30.957 22.225
72 C 14.078 -30.420 23.281
73 N 13.130 -30.067 24.122
74 C 15.542 -30.112 23.664
75 H 13.257 -29.500 24.948
76 H 12.219 -30.424 23.871
77 H 16.039 -30.949 24.154
78 H 15.364 -29.192 24.221
79 H 16.186 -29.984 22.794
80 O 11.109 -36.418 22.307
81 C 10.072 -36.592 21.629
82 N 9.070 -35.729 21.698
83 C 9.915 -37.681 20.633
84 H 9.135 -35.182 22.544
85 H 8.144 -35.885 21.326
86 H 8.910 -37.567 20.227
87 H 10.011 -38.732 20.906
88 H 10.700 -37.459 19.910
89 O 10.829 -33.057 20.121
90 C 9.758 -33.332 19.653
91 N 9.739 -34.367 18.829
92 C 8.616 -32.362 19.829
93 H 10.554 -34.963 18.853
94 H 8.866 -34.547 18.355
95 H 8.164 -32.325 20.821
96 H 7.788 -32.439 19.126
97 H 8.968 -31.415 19.421

Summary:
energy	-6641.8699	a.u.
net charge	-1
gap between HOMO and LUMO	6.806	eV
HOMO	-4.963	eV
molar mass	855.5	g mol⁻¹
LUMO level	0.0677	Eh

=====

The following is a quantum chemistry calculation of a cluster of 5 separate species, C20H50FNO4P in total in a non-equilibrium geometry, from the Open Molecules 2025 dataset.

Geometry (Å):
1 C -4.624 -0.947 6.647
2 C -5.127 -1.238 5.116
3 F -6.252 -0.316 4.832
4 C -3.956 -1.132 3.967
5 C -2.674 -2.083 4.357
6 P -2.157 -3.250 2.929
7 N -2.096 -4.785 3.538
8 H -4.922 0.123 7.064
9 H -5.188 -1.741 7.339
10 H -3.479 -1.091 6.836
11 H -5.573 -2.335 5.072
12 H -4.435 -1.557 2.963
13 H -3.636 -0.006 3.733
14 H -1.792 -1.303 4.554
15 H -0.796 -2.958 2.502
16 H -3.058 -3.180 1.781
17 H -2.382 -4.779 4.546
18 C -0.342 0.801 -0.947
19 C 0.108 -0.154 0.144
20 O -0.239 -1.514 -0.111
21 C 0.302 -2.098 -1.292
22 C 1.820 -2.118 -1.318
23 H -1.423 0.724 -1.105
24 H -0.098 1.833 -0.675
25 H 0.143 0.583 -1.902
26 H -0.388 0.124 1.080
27 H 1.184 -0.067 0.327
28 H -0.104 -1.601 -2.179
29 H -0.064 -3.132 -1.325
30 H 2.240 -1.108 -1.317
31 H 2.180 -2.627 -2.219
32 H 2.213 -2.639 -0.440
33 C -8.401 -2.907 -0.335
34 C -7.322 -2.709 0.715
35 O -6.522 -1.548 0.498
36 C -7.205 -0.297 0.498
37 C -7.910 0.009 1.808
38 H -7.959 -2.950 -1.337
39 H -8.946 -3.839 -0.151
40 H -9.125 -2.089 -0.333
41 H -6.640 -3.567 0.684
42 H -7.749 -2.691 1.722
43 H -7.897 -0.244 -0.348
44 H -6.444 0.473 0.321
45 H -8.703 -0.715 2.021
46 H -8.369 1.003 1.771
47 H -7.204 -0.022 2.641
48 C 2.882 2.969 -4.163
49 C 3.331 2.014 -3.071
50 O 2.984 0.654 -3.326
51 C 3.525 0.070 -4.508
52 C 5.043 0.050 -4.533
53 H 1.800 2.892 -4.320
54 H 3.125 4.002 -3.890
55 H 3.366 2.752 -5.117
56 H 2.835 2.292 -2.135
57 H 4.407 2.101 -2.888
58 H 3.119 0.567 -5.394
59 H 3.159 -0.963 -4.540
60 H 5.464 1.060 -4.532
61 H 5.403 -0.459 -5.434
62 H 5.436 -0.471 -3.655
63 C 8.565 1.840 -1.789
64 C 7.608 2.958 -2.164
65 O 6.496 3.076 -1.278
66 C 6.796 3.354 0.087
67 C 7.541 4.662 0.289
68 H 8.036 0.882 -1.737
69 H 9.367 1.760 -2.530
70 H 9.026 2.011 -0.814
71 H 7.195 2.749 -3.157
72 H 8.131 3.916 -2.243
73 H 7.340 2.515 0.532
74 H 5.835 3.412 0.611
75 H 8.523 4.650 -0.191
76 H 7.695 4.852 1.357
77 H 6.976 5.496 -0.138

Summary:
energy	-1588.7440	a.u.
net charge	-1
gap between HOMO and LUMO	4.607	eV
HOMO	-2.670	eV
molar mass	418.6	g mol⁻¹
LUMO level	0.0712	Eh

=====

The following is a quantum chemistry calculation of a structure of composition C20H51BeN3O6 in a non-equilibrium geometry, from the Open Molecules 2025 dataset.

Geometry (Å):
1 Be 22.621 -24.068 12.324
2 C 19.322 -30.291 12.680
3 C 19.222 -29.027 11.745
4 C 17.886 -28.800 11.044
5 O 19.645 -27.861 12.305
6 H 18.599 -31.030 12.336
7 H 19.223 -29.977 13.719
8 H 20.310 -30.657 12.401
9 H 20.011 -29.176 11.007
10 H 17.081 -28.760 11.778
11 H 17.574 -29.649 10.435
12 H 17.819 -27.969 10.341
13 C 22.122 -19.261 7.416
14 C 22.904 -18.864 8.679
15 C 22.334 -17.546 9.369
16 O 23.109 -19.987 9.505
17 H 21.092 -19.587 7.557
18 H 22.584 -20.166 7.022
19 H 22.141 -18.615 6.539
20 H 23.837 -18.731 8.132
21 H 21.269 -17.690 9.547
22 H 22.579 -16.717 8.705
23 H 22.763 -17.485 10.370
24 C 23.208 -28.664 16.886
25 O 24.153 -28.808 15.844
26 C 24.213 -27.627 14.944
27 C 25.183 -27.766 13.708
28 N 25.478 -26.448 13.156
29 C 26.243 -26.374 11.905
30 C 25.470 -26.919 10.685
31 O 24.195 -26.317 10.568
32 C 23.650 -26.752 9.324
33 H 22.257 -28.217 16.593
34 H 23.638 -27.960 17.599
35 H 23.004 -29.513 17.538
36 H 24.626 -26.783 15.497
37 H 23.185 -27.431 14.638
38 H 24.724 -28.514 13.061
39 H 26.090 -28.223 14.104
40 H 26.078 -25.968 13.812
41 H 27.229 -26.781 12.128
42 H 26.353 -25.309 11.698
43 H 25.371 -27.999 10.793
44 H 26.049 -26.561 9.833
45 H 22.691 -27.200 9.584
46 H 24.210 -27.592 8.913
47 H 23.484 -25.974 8.577
48 C 17.773 -19.845 13.592
49 C 18.773 -21.083 13.817
50 C 18.536 -21.887 15.101
51 O 19.754 -22.550 15.266
52 C 19.872 -22.957 16.584
53 N 18.799 -21.864 12.626
54 H 18.170 -19.230 12.784
55 H 17.670 -19.187 14.454
56 H 16.779 -20.190 13.308
57 H 19.715 -20.618 14.108
58 H 17.651 -22.523 15.080
59 H 18.400 -21.236 15.964
60 H 19.034 -23.588 16.879
61 H 20.050 -22.146 17.290
62 H 20.842 -23.453 16.624
63 H 17.937 -22.375 12.497
64 H 18.845 -21.217 11.853
65 C 27.880 -19.863 14.292
66 C 27.422 -21.272 14.810
67 C 28.241 -21.751 16.061
68 O 28.209 -23.160 15.987
69 C 28.761 -23.613 17.199
70 N 26.011 -21.434 14.949
71 H 27.315 -19.600 13.398
72 H 28.932 -19.710 14.049
73 H 27.544 -19.206 15.094
74 H 27.624 -21.964 13.992
75 H 27.837 -21.167 16.888
76 H 29.252 -21.366 15.928
77 H 29.709 -23.104 17.373
78 H 28.999 -24.675 17.132
79 H 28.038 -23.515 18.008
80 H 25.750 -20.909 14.127
81 H 25.707 -20.784 15.660

Summary:
energy	-1422.4672	a.u.
net charge	0
gap between HOMO and LUMO	1.746	eV
HOMO	-6.583	eV
molar mass	438.7	g mol⁻¹
relative energy (zero: lowest compared OMol25 entry of this formula, charge and spin)	271.60	kcal/mol
LUMO level	-0.1777	Eh